1.
Below is one molecule with the formula C9H16N6 in a non-equilibrium geometry, with properties calculated with ωB97M-V/def2-TZVPD.

Each line ends with the Löwdin charge.
Cartesian coordinates (Å):
C1 -0.9067 -3.2172 2.1262  -0.047
C2 0.4190 -3.1585 2.7080  -0.138
N1 1.0454 -2.0787 2.2558  0.048
N2 0.2244 -1.3859 1.4978  -0.172
C3 0.4772 -0.1588 0.8882  -0.164
C4 1.9217 0.4258 1.0718  -0.076
C5 2.5698 0.3991 -0.3686  -0.213
N3 1.8388 -0.6052 -1.0613  -0.028
N4 0.4404 -0.4444 -0.8148  -0.061
N5 -0.1992 0.5526 -1.5376  -0.143
C6 -1.6471 0.3594 -1.6095  -0.143
C7 -2.1735 1.7534 -1.6708  -0.166
C8 -1.1422 2.5770 -0.9152  -0.208
N6 0.1176 2.0116 -1.3170  0.008
C9 -0.9449 -2.0747 1.3252  -0.069
H1 -1.4794 -4.0329 2.3565  0.051
H2 0.9980 -3.8283 3.3884  0.110
H3 -0.3719 0.4575 1.3193  0.148
H4 2.3407 -0.3747 1.6958  0.084
H5 1.6876 1.4634 1.4817  0.127
H6 2.4186 1.4152 -0.6609  0.072
H7 3.5355 0.0737 -0.4682  0.080
H8 1.7792 -0.6296 -2.0615  0.109
H9 -1.9533 -0.0477 -0.7151  0.068
H10 -1.7959 -0.1557 -2.4852  0.099
H11 -3.1367 1.8411 -1.3996  0.076
H12 -2.2627 2.0883 -2.6246  0.080
H13 -1.0679 3.5706 -1.1110  0.073
H14 -1.4140 2.3719 0.2743  0.159
H15 0.3933 2.5402 -2.1462  0.115
H16 -1.7117 -1.7086 0.5781  0.121

Results
SMILES string: c1cnn([C@H]2CCNN2N2CCCN2)c1
LUMO level in eV: 0.8
Charge: 0
Energy above the lowest of the compared OMol25 structures with the same formula, charge and spin in kcal/mol: 11.6
Orbital gap in eV: 8.841
Spin multiplicity: 1
HOMO level in eV: -8.01

2.
Below is C9H16N6 as an isolated structure in a non-equilibrium geometry, with properties calculated with ωB97M-V/def2-TZVPD.

Each line ends with the Mulliken spin population.
Cartesian coordinates (Å):
C1 2.9339 -1.2617 -1.1654  0.353
C2 2.9786 -0.0973 -0.2796  0.159
C3 1.6233 -1.7115 -1.1800  0.709
C4 -0.8775 1.5777 -0.8134  0.002
C5 0.4444 1.0212 1.2441  -0.042
C6 0.1472 2.0343 0.2046  0.001
C7 -0.4887 -0.6812 0.0018  -0.044
C8 -2.5565 -1.9567 0.4728  0.000
C9 -1.1729 -1.9988 -0.0638  0.047
N1 1.7338 0.0559 0.1390  0.476
N2 0.9206 -0.7894 -0.4952  0.267
N3 -1.1708 0.2973 -0.9010  0.009
N4 -0.3812 -0.1207 1.3075  0.014
N5 0.9685 1.5086 2.3626  -0.001
N6 -1.4610 2.5547 -1.4656  0.000
H1 3.7695 -1.7480 -1.5557  -0.005
H2 3.9393 0.4886 -0.0756  0.019
H3 1.0071 -2.2861 -1.7852  0.041
H4 0.9703 2.3533 -0.3969  0.001
H5 -0.1261 2.9817 0.8226  0.002
H6 -3.2171 -1.3355 -0.1405  0.000
H7 -2.7259 -1.5183 1.4845  0.000
H8 -3.0770 -2.8975 0.5945  0.000
H9 -1.1435 -2.1211 -1.0845  -0.005
H10 -0.5754 -2.8097 0.3452  -0.010
H11 -1.7764 -0.1212 -1.6524  -0.001
H12 0.0515 -0.7944 1.9159  0.005
H13 1.5374 2.2867 2.3570  0.000
H14 0.9488 1.1151 3.2893  -0.002
H15 -0.9414 3.5007 -1.3885  0.001
H16 -2.2825 2.4732 -2.0980  0.000

Results
LUMO level (spin up / spin down) in eV: -6.7 / -9.9
<S²>: 2.022
Charge: +2
Orbital gap (spin up / spin down) in eV: 5.467 / 7.103
Spin multiplicity: 3
HOMO level (spin up / spin down) in eV: -12.17 / -16.98

3.
Below is one molecule with the formula C9H16N6O2 in a non-equilibrium geometry, with properties calculated with ωB97M-V/def2-TZVPD.

Each line ends with the Löwdin charge.
Cartesian coordinates (Å):
C1 -3.9078 -0.7773 1.3994  -0.083
C2 -3.5969 -0.7741 -0.1011  -0.249
N1 -2.2200 -0.5226 -0.4748  -0.193
C3 -1.7226 0.7920 -0.1344  -0.178
C4 -0.4133 1.0339 -0.8921  -0.125
N2 0.5359 0.0110 -0.5191  -0.047
C5 1.8521 0.1598 -0.3070  -0.286
N3 2.6973 -0.8627 -0.3151  0.202
C6 3.8782 -0.3046 0.0059  -0.310
N4 5.0768 -1.0585 0.1130  -0.356
O1 4.9944 -2.2589 -0.0282  0.091
O2 6.1009 -0.4505 0.3399  0.085
N5 3.8285 0.9905 0.2140  0.171
N6 2.5385 1.3024 0.0226  -0.094
C7 2.1491 2.6686 0.2335  -0.021
C8 0.0402 -1.3241 -0.8046  -0.124
C9 -1.2727 -1.5357 -0.0535  -0.172
H1 -3.3331 -1.5443 1.9124  0.066
H2 -4.9638 -0.9840 1.5492  0.071
H3 -3.6823 0.1884 1.8457  0.065
H4 -3.8693 -1.7440 -0.5262  0.114
H5 -4.2065 -0.0104 -0.5932  0.113
H6 -1.5290 0.9034 0.9477  0.126
H7 -2.4591 1.5393 -0.4369  0.127
H8 -0.6163 0.9617 -1.9694  0.134
H9 -0.0353 2.0269 -0.6698  0.094
H10 1.8568 3.1493 -0.7023  0.091
H11 3.0292 3.1757 0.6264  0.094
H12 1.3411 2.7361 0.9631  0.093
H13 -0.1390 -1.4256 -1.8813  0.134
H14 0.7941 -2.0455 -0.4947  0.115
H15 -1.0716 -1.4964 1.0306  0.127
H16 -1.6746 -2.5196 -0.2996  0.128

Results
SMILES string: CCN1CCN(c2nc([N+](=O)[O-])nn2C)CC1
LUMO level in eV: 0.1
Charge: 0
Energy above the lowest of the compared OMol25 structures with the same formula, charge and spin in kcal/mol: 88.1
Orbital gap in eV: 8.673
Spin multiplicity: 1
HOMO level in eV: -8.60

4.
Below is a 2-piece molecular cluster, C9H16NO overall in a non-equilibrium geometry, with properties calculated with ωB97M-V/def2-TZVPD.

Each line ends with the Mulliken spin population.
Cartesian coordinates (Å):
C1 -1.5288 -0.7472 -3.1987  -0.011
C2 -0.1287 1.5122 -0.5650  0.142
C3 1.1523 1.0220 -0.4129  -0.266
C4 -0.9464 0.8956 -1.4976  -0.050
C5 -0.5657 -0.3020 -2.1252  0.236
C6 1.6056 -0.1637 -1.0015  0.454
C7 0.7135 -0.7659 -1.8934  -0.330
O1 2.1384 1.6006 0.3623  -0.272
H1 -0.4396 2.3906 -0.0118  0.059
H2 -1.9773 1.2218 -1.5666  -0.036
H3 2.6178 -0.4830 -0.8160  0.110
H4 2.0934 2.5661 0.3616  0.009
H5 -2.2024 -1.4985 -2.7670  -0.006
H6 -0.9893 -1.3534 -3.9323  -0.001
H7 0.9301 -1.7697 -2.2518  -0.006
H8 -2.1063 0.0237 -3.6920  -0.001
C8 0.2184 0.0969 2.6082  0.701
C9 -1.2477 -0.2328 2.6343  0.216
N1 0.9636 -0.9237 1.7305  2.133
H9 0.4628 0.9870 2.0471  -0.004
H10 0.7238 0.0894 3.5657  -0.414
H11 -1.5977 -1.2548 2.6464  -0.269
H12 -1.7602 0.1881 1.7744  -0.049
H13 1.0177 -1.8418 2.2341  -1.038
H14 0.5963 -1.1586 0.7958  -0.055
H15 1.9505 -0.5922 1.6427  -0.268
H16 -1.6940 0.4933 3.3287  0.016

Results
LUMO level (spin up / spin down) in eV: 0.6 / 0.5
<S²>: 0.751
Charge: 0
Energy above the lowest of the compared OMol25 structures with the same formula, charge and spin in kcal/mol: 11.9
Orbital gap (spin up / spin down) in eV: 3.604 / 9.354
Spin multiplicity: 2
HOMO level (spin up / spin down) in eV: -2.98 / -8.86

5.
Below is C9H16NO as an isolated structure in a non-equilibrium geometry, with properties calculated with ωB97M-V/def2-TZVPD.

Each line ends with the Löwdin charge.
Cartesian coordinates (Å):
C1 0.9322 -1.2522 -0.5464  0.036
C2 -0.0482 -1.1986 -1.4481  0.031
C3 0.5404 0.9605 0.4369  -0.059
C4 1.0986 -0.2571 0.5499  -0.220
C5 -1.2474 -0.2820 -1.3978  -0.389
C6 -2.3272 -0.6798 -0.4255  0.008
C7 1.5122 -1.2981 2.6404  -0.107
C8 -0.2076 2.3737 -1.3828  -0.026
C9 2.1412 -0.3557 1.6008  -0.187
N1 -0.5924 1.3001 -0.4151  -0.053
O1 -1.5588 0.2226 -2.5296  0.123
H1 1.7393 -1.8318 -0.6649  0.088
H2 -0.2188 -1.9099 -2.2164  0.126
H3 0.8899 1.6849 1.1848  0.142
H4 -3.2400 -0.2091 -0.4798  0.055
H5 -2.0486 -0.6205 0.6809  0.129
H6 -2.6464 -1.7696 -0.6149  0.142
H7 0.5843 -0.9577 3.0935  0.065
H8 2.0833 -1.5014 3.5988  0.092
H9 1.3243 -2.3938 2.3549  0.105
H10 -0.9425 2.4696 -2.1594  0.072
H11 -0.3084 3.3510 -0.8826  0.103
H12 0.8606 2.2834 -1.7960  0.142
H13 3.0090 -0.9471 1.1889  0.143
H14 2.4049 0.5653 2.0020  0.090
H15 -1.2617 1.6930 0.2817  0.172
H16 -2.4722 0.5604 -2.6541  0.177

Results
LUMO level in eV: -3.5
Charge: +1
Energy above the lowest of the compared OMol25 structures with the same formula, charge and spin in kcal/mol: 68.7
Orbital gap in eV: 9.414
Spin multiplicity: 1
HOMO level in eV: -12.93

6.
Below is a 2-piece molecular cluster, C9H16NO2 overall in a non-equilibrium geometry, with properties calculated with ωB97M-V/def2-TZVPD.

Each line ends with the Löwdin charge.
Cartesian coordinates (Å):
C1 0.0737 -0.0525 0.4777  -0.018
C2 1.2798 -0.2085 0.4100  -0.203
C3 -2.9162 1.4555 0.9512  -0.109
C4 -1.7173 1.5934 -1.3063  -0.053
C5 3.5704 0.5384 -0.4198  -0.077
C6 3.5681 -1.4282 1.1431  -0.046
C7 -2.3006 -0.5850 -0.4256  -0.169
C8 -2.8049 0.8062 -0.3645  -0.416
C9 2.6627 -0.5829 0.1828  -0.625
N1 -2.6508 -1.5808 0.3331  -0.208
O1 -2.7705 -2.8398 0.1507  -0.210
O2 2.5312 -1.4467 -1.0034  -0.092
H1 -3.1348 2.5210 0.6545  0.087
H2 -3.8591 1.1542 1.5454  0.090
H3 -2.1661 1.1636 1.6302  0.043
H4 -0.8654 1.3173 -0.8272  -0.041
H5 -2.0917 2.6442 -1.3167  0.073
H6 -1.8758 1.2057 -2.3044  0.061
H7 3.1170 0.7804 -1.5127  0.120
H8 3.6219 1.5070 0.1331  0.066
H9 4.6480 0.2130 -0.5749  0.071
H10 2.8628 -2.1966 1.5536  0.090
H11 3.8771 -0.8738 2.0753  0.086
H12 4.3668 -1.6789 0.5551  0.026
H13 -2.0533 -0.9721 -1.3944  0.125
H14 -3.7239 0.6885 -0.8849  0.116
H15 -2.9963 -1.2573 1.2787  0.165
H16 1.7471 -1.8851 -0.7398  0.044

Results
LUMO level in eV: 3.7
Charge: -1
Energy above the lowest of the compared OMol25 structures with the same formula, charge and spin in kcal/mol: 119.9
Orbital gap in eV: 7.246
Spin multiplicity: 1
HOMO level in eV: -3.59

The following E_tot values (in eV) correspond, in order, to the records above: -18526.811 -18511.612 -22624.804 -13126.044 -13120.876 -15171.410.